# C48H39GaNO8P3S

C48H39GaNO8P3S as an isolated structure (the ωB97M-V functional and the def2-TZVPD basis, the OMol25 dataset).

```
101
Properties=species:S:1:pos:R:3
Ga -0.8034 -0.8851 1.3460
O -1.5755 0.7880 -5.3042
C -1.4061 0.6362 -4.1298
C -1.7761 -0.5949 -3.2975
O -2.6421 -1.3912 -3.5248
C -0.8496 -0.6031 -2.0833
C -0.2126 0.6475 -2.1120
O 0.8101 1.1384 -1.2995
C -0.5873 1.5238 -3.1885
O -0.2990 2.6902 -3.3535
O -0.7718 -1.5670 -1.3131
O -1.6252 -2.3776 4.9402
S -1.9327 -2.2776 3.5427
O -2.2817 -0.9138 3.0709
O -0.8652 -2.7708 2.6320
C -3.3793 -3.2405 3.2112
C -4.0946 -3.7282 4.2938
C -5.2843 -4.4055 4.0707
C -5.7471 -4.5758 2.7759
C -5.0228 -4.0776 1.7016
C -3.8231 -3.4027 1.8936
P -2.8467 -2.7282 0.4747
C -2.1892 -4.2659 -0.2501
C -1.9231 -4.3467 -1.6178
C -1.3073 -5.4730 -2.1426
C -0.9360 -6.5218 -1.3118
C -1.1857 -6.4413 0.0503
C -1.8065 -5.3187 0.5791
C -4.1430 -2.1549 -0.6617
C -4.8295 -2.9565 -1.5700
C -5.7741 -2.4029 -2.4200
C -6.0441 -1.0424 -2.3718
C -5.3705 -0.2347 -1.4673
C -4.4213 -0.7896 -0.6219
H -3.7115 -3.5710 5.2924
H -5.8500 -4.7933 4.9078
H -6.6779 -5.0990 2.5973
H -5.4003 -4.2165 0.6966
H -2.1909 -3.5246 -2.2689
H -1.1138 -5.5274 -3.2067
H -0.4505 -7.3972 -1.7245
H -0.9010 -7.2545 0.7059
H -1.9845 -5.2639 1.6458
H -4.6115 -4.0158 -1.6296
H -6.2920 -3.0336 -3.1311
H -6.7723 -0.6109 -3.0466
H -5.5744 0.8279 -1.4292
H -3.8847 -0.1560 0.0775
N 0.6481 -0.1571 3.9576
H 0.7962 -1.1372 4.1843
H -0.2987 0.0445 4.2692
H 1.2575 0.3738 4.5720
C 2.9915 2.1688 -0.3659
P 1.5658 1.1663 0.0623
C 2.2594 -0.4084 0.5394
C 3.0229 -0.4700 1.7043
C 3.5864 -1.6746 2.0896
C 3.3928 -2.8105 1.3154
C 2.6648 -2.7382 0.1364
C 2.1007 -1.5373 -0.2616
C 0.6898 2.1583 1.2617
C -0.6618 2.4423 1.0831
C -1.3217 3.2421 1.9995
C -0.6369 3.7574 3.0921
C 0.7168 3.5035 3.2533
C 1.3851 2.7086 2.3352
P 2.5187 3.8460 -1.0680
C 3.1968 3.6900 -2.7608
C 3.7434 4.8143 -3.3787
C 4.1553 4.7631 -4.7011
C 4.0138 3.5912 -5.4314
C 3.4578 2.4723 -4.8311
C 3.0493 2.5233 -3.5062
C 3.8239 4.8409 -0.2488
C 5.1865 4.5433 -0.3272
C 6.1145 5.3064 0.3594
C 5.6935 6.3845 1.1333
C 4.3465 6.6945 1.2128
C 3.4157 5.9222 0.5246
H 3.6077 1.5866 -1.0540
H 3.5691 2.3391 0.5444
H 3.1605 0.4046 2.3265
H 4.1691 -1.7282 2.9998
H 3.8101 -3.7567 1.6342
H 2.5149 -3.6222 -0.4692
H 1.5096 -1.4945 -1.1636
H -1.1892 2.0530 0.2215
H -2.3725 3.4591 1.8631
H -1.1594 4.3697 3.8154
H 1.2579 3.9260 4.0896
H 2.4449 2.5326 2.4677
H 3.8541 5.7384 -2.8233
H 4.5833 5.6434 -5.1635
H 4.3243 3.5549 -6.4675
H 3.3262 1.5594 -5.3975
H 2.5907 1.6456 -3.0670
H 5.5216 3.7171 -0.9449
H 7.1682 5.0679 0.2910
H 6.4202 6.9813 1.6697
H 4.0158 7.5366 1.8070
H 2.3602 6.1614 0.5877
```

HOMO-LUMO gap = 7.3 eV
2S+1 = 1


# C48H39HgNOP2S

C48H39HgNOP2S as an isolated structure in a non-equilibrium geometry (the ωB97M-V functional and the def2-TZVPD basis, the OMol25 dataset).

```
93
Properties=species:S:1:pos:R:3
Hg -1.1891 -1.0748 -0.8097
O -0.2824 -0.3199 2.7962
C 0.4449 0.7771 3.1752
C 1.1688 0.8450 4.3577
C 1.8866 1.9858 4.6635
C 1.9052 3.0561 3.7864
C 1.2408 2.9655 2.5764
C 0.5019 1.8321 2.2568
P -0.2721 1.5409 0.6212
C -1.8476 2.4624 0.7275
C -1.9569 3.6920 1.3744
C -3.1636 4.3691 1.3680
C -4.2761 3.8223 0.7491
C -4.1820 2.5875 0.1291
C -2.9716 1.9219 0.1135
C 0.8023 2.6166 -0.4039
C 0.4699 3.8929 -0.8412
C 1.3702 4.6233 -1.5969
C 2.6008 4.0882 -1.9359
C 2.9357 2.8145 -1.5058
C 2.0395 2.0791 -0.7537
C -0.6215 -1.2739 3.7249
C -1.0772 -1.0051 5.0061
C -1.3811 -2.0619 5.8486
C -1.2396 -3.3734 5.4224
C -0.8589 -3.6450 4.1210
C -0.5415 -2.5941 3.2716
P -0.2677 -2.7317 1.4857
C -1.0191 -4.3324 1.0847
C -2.3793 -4.2902 0.7895
C -3.0468 -5.4392 0.4153
C -2.3515 -6.6350 0.3190
C -1.0024 -6.6841 0.6325
C -0.3306 -5.5378 1.0202
C 1.4979 -2.9250 1.1806
C 1.8525 -3.4780 -0.0503
C 3.1816 -3.5693 -0.4106
C 4.1617 -3.0655 0.4326
C 3.8094 -2.4883 1.6428
C 2.4803 -2.4171 2.0237
H 1.1850 0.0015 5.0314
H 2.4374 2.0257 5.5903
H 2.4612 3.9463 4.0342
H 1.3072 3.7792 1.8696
H -1.0999 4.1209 1.8729
H -3.2379 5.3383 1.8380
H -5.2122 4.3594 0.7375
H -5.0442 2.1483 -0.3502
H -2.9024 0.9635 -0.3952
H -0.4845 4.3221 -0.5759
H 1.1081 5.6192 -1.9213
H 3.3020 4.6627 -2.5222
H 3.9000 2.4021 -1.7590
H 2.2947 1.0832 -0.4158
H -1.2061 0.0164 5.3321
H -1.7296 -1.8536 6.8479
H -1.4487 -4.1849 6.1007
H -0.7949 -4.6619 3.7651
H -2.9025 -3.3408 0.8528
H -4.1012 -5.3992 0.1864
H -2.8636 -7.5289 -0.0026
H -0.4688 -7.6206 0.5659
H 0.7225 -5.5776 1.2597
H 1.0766 -3.8420 -0.7129
H 3.4546 -4.0364 -1.3454
H 5.2011 -3.1241 0.1448
H 4.5770 -2.0974 2.2945
H 2.2073 -1.9686 2.9685
N -1.1466 -1.2775 -3.5961
S -0.6431 -0.3070 -4.7430
C -1.4078 1.3370 -4.4363
C -1.3646 1.9357 -3.1918
C -2.0884 3.0959 -2.9799
C -2.8451 3.6482 -4.0001
C -2.8728 3.0461 -5.2471
C -2.1521 1.8844 -5.4685
C 1.0491 -0.0054 -4.1867
C 1.8411 0.9104 -4.8603
C 3.1777 1.0211 -4.5146
C 3.7113 0.2372 -3.5038
C 2.9082 -0.6715 -2.8391
C 1.5778 -0.8078 -3.1924
H -1.9690 -1.7906 -3.8860
H -0.7656 1.5055 -2.3966
H -2.0736 3.5706 -2.0129
H -3.4126 4.5490 -3.8205
H -3.4630 3.4725 -6.0425
H -2.1710 1.3998 -6.4327
H 1.4285 1.5130 -5.6555
H 3.8152 1.7062 -5.0483
H 4.7569 0.3105 -3.2471
H 3.3200 -1.2972 -2.0630
H 0.9598 -1.5694 -2.7355
```

HOMO-LUMO gap (alpha / beta) = 7.6 / 6.0 eV
2S+1 = 2
Charge = +1


# C48H40CaF3N7O4PSe2

C48H40CaF3N7O4PSe2 as an isolated structure in a non-equilibrium geometry (the ωB97M-V functional and the def2-TZVPD basis, the OMol25 dataset).

```
106
Properties=species:S:1:pos:R:3
Ca 1.1010 0.2139 1.0908
C 1.7178 -2.1345 -3.2319
C 1.8073 -1.2964 -2.1265
N 0.7282 -0.8817 -1.4863
C -0.4540 -1.2504 -1.9828
C -0.5225 -2.0010 -3.1424
N 0.5456 -2.4902 -3.7773
C -1.6878 -0.8187 -1.2736
C -2.9233 -1.4052 -1.4907
C -4.0211 -1.0336 -0.7377
C -3.7785 -0.0392 0.2063
C -2.4951 0.4699 0.4078
N -1.4796 0.1124 -0.3510
C -2.1561 1.4247 1.4672
C -3.1392 2.0231 2.2370
N -2.8885 2.8041 3.2661
C -1.6073 3.0007 3.5528
C -0.5699 2.4503 2.7778
N -0.8594 1.6630 1.7491
C -5.3273 -1.6944 -0.9314
C -5.6726 -2.4205 -2.0875
C -6.9218 -2.9344 -2.2193
N -7.8871 -2.8382 -1.2853
C -7.5402 -2.2192 -0.1477
C -6.2915 -1.6475 0.0760
H 2.6155 -2.5487 -3.6917
H 2.7777 -1.0071 -1.7613
H -1.4860 -2.2897 -3.5457
H -3.0353 -2.1954 -2.2161
H -4.5872 0.2536 0.8538
H -4.2071 1.8801 1.9872
H -1.3915 3.6115 4.4207
H 0.4779 2.6363 3.0279
H -4.9741 -2.5879 -2.8969
H -7.1834 -3.5032 -3.1101
H -8.3107 -2.2164 0.6068
H -6.1251 -1.1489 1.0126
O 3.2992 0.6077 0.4093
C 3.2341 1.7803 0.8236
O 2.4170 2.2549 1.6283
C 4.1115 2.7339 0.0778
C 5.2756 3.2626 0.6110
C 6.0180 4.1221 -0.1734
C 5.5448 4.5070 -1.4291
C 4.3264 4.0611 -1.8811
C 3.5969 3.0950 -1.1756
P 2.0347 2.3412 -1.7531
C 2.3854 1.8085 -3.4410
C 3.6160 1.5091 -3.9737
C 3.7273 0.8953 -5.2209
C 2.5987 0.6157 -5.9535
C 1.3558 0.8524 -5.3974
C 1.2482 1.4469 -4.1572
C 0.9265 3.7929 -1.8996
C 0.8001 4.6920 -2.9477
C -0.0922 5.7557 -2.8596
C -0.8939 5.8887 -1.7338
C -0.7413 5.0059 -0.6700
C 0.1251 3.9397 -0.7745
H 5.4919 3.0507 1.6597
H 6.9279 4.5770 0.1923
H 6.1287 5.2342 -1.9694
H 3.9762 4.4450 -2.8213
H 4.5302 1.7407 -3.4420
H 4.7205 0.6535 -5.6403
H 2.6169 0.1147 -6.9335
H 0.4692 0.6105 -5.9706
H 0.2915 1.6299 -3.7064
H 1.4132 4.5998 -3.8480
H -0.2012 6.4508 -3.6903
H -1.6251 6.6781 -1.6729
H -1.3674 5.0640 0.2099
H 0.2176 3.2221 0.0163
O -2.7958 -0.0965 6.2649
C -2.3069 -1.4427 6.2715
C -1.4697 -1.7194 4.9757
C -0.7491 -3.0324 5.3002
O -0.3043 -3.8556 4.2738
C -0.4968 -0.5029 4.9515
Se 1.2031 -0.3714 3.9608
C -2.5525 -1.8321 3.8552
Se -2.1159 -2.4526 2.0198
H -3.3626 0.0687 7.0385
H -3.1702 -2.1204 6.2921
H -1.6847 -1.6140 7.1616
H -1.4249 -3.6563 5.9261
H 0.1304 -2.8036 5.9324
H -0.6502 -3.5340 3.4148
H -0.1726 -0.3543 5.9734
H -1.0925 0.3910 4.7483
H -3.0409 -0.8526 3.7943
H -3.2654 -2.5414 4.2346
F 4.2264 -5.6952 -2.0011
C 3.3372 -5.8887 -0.9933
F 3.9500 -6.6554 -0.0870
F 2.3210 -6.6126 -1.5240
C 2.8775 -4.5832 -0.3875
C 1.5812 -4.3930 0.0199
C 1.2055 -3.2012 0.6245
N 2.0785 -2.2040 0.8202
C 3.3505 -2.4271 0.4499
C 3.8003 -3.5773 -0.1272
H 0.7831 -5.1282 -0.0950
H 0.1940 -3.0483 0.9683
H 4.0174 -1.5737 0.6033
H 4.8471 -3.6697 -0.4000
```

HOMO-LUMO gap = 4.7 eV
2S+1 = 1
Charge = -1


# C48H40CdCl2N7O4PS

C48H40CdCl2N7O4PS as an isolated structure (the ωB97M-V functional and the def2-TZVPD basis, the OMol25 dataset).

```
104
Properties=species:S:1:pos:R:3
Cd 1.6546 -0.8138 -0.8144
Cl 6.0819 4.0859 0.8794
C 5.4503 2.4991 0.5729
C 4.4382 2.3580 -0.3643
C 3.8923 1.1106 -0.6459
N 2.8026 0.9189 -1.5221
C 2.5959 1.7723 -2.5218
O 3.3239 2.6893 -2.9035
C 1.2736 1.6406 -3.2761
C 0.9455 2.7116 -4.1091
C -0.2644 2.7162 -4.7766
C -1.1320 1.6507 -4.5851
C -0.7213 0.6210 -3.7610
N 0.4579 0.5922 -3.1256
C 4.3849 -0.0223 0.0491
C 5.4116 0.1359 0.9755
C 5.9408 1.3896 1.2382
Cl 7.2170 1.5250 2.4067
N 3.7323 -1.2315 -0.1986
C 4.2745 -2.4163 0.0479
O 5.3859 -2.6879 0.5091
C 3.3683 -3.5872 -0.3101
C 3.8182 -4.8648 0.0033
C 3.0410 -5.9555 -0.3323
C 1.8416 -5.7378 -0.9931
C 1.4712 -4.4344 -1.2680
N 2.2001 -3.3721 -0.9243
H 4.0812 3.2307 -0.8851
H 1.6681 3.5092 -4.1969
H -0.5295 3.5384 -5.4298
H -2.0996 1.6042 -5.0659
H -1.3664 -0.2351 -3.6119
H 5.8136 -0.7307 1.4751
H 4.7740 -4.9524 0.4983
H 3.3670 -6.9601 -0.0942
H 1.2052 -6.5562 -1.3011
H 0.5559 -4.2365 -1.8103
O -0.1769 -2.1759 -2.8818
N -0.3874 -1.9019 -1.5372
C -1.2989 -2.6464 -1.0627
C -1.8033 -2.7042 0.3182
C -3.0077 -3.4093 0.4232
C -3.6457 -3.5875 1.6357
C -3.0666 -3.0750 2.7844
C -1.8702 -2.3835 2.6969
C -1.2208 -2.1718 1.4800
P 0.3693 -1.2477 1.5501
C 1.4866 -2.4192 2.3848
C 1.1368 -3.7366 2.6705
C 2.0661 -4.5958 3.2402
C 3.3461 -4.1482 3.5302
C 3.7068 -2.8409 3.2365
C 2.7861 -1.9840 2.6553
C -0.0429 0.0118 2.8118
C 0.8022 0.3267 3.8687
C 0.4485 1.3169 4.7771
C -0.7574 1.9853 4.6491
C -1.6126 1.6706 3.5999
C -1.2469 0.7039 2.6789
H 0.3665 -1.4182 -3.1731
H -1.7923 -3.3184 -1.7656
H -3.4504 -3.8203 -0.4760
H -4.5814 -4.1281 1.6820
H -3.5383 -3.2123 3.7483
H -1.4255 -1.9910 3.6021
H 0.1446 -4.1041 2.4440
H 1.7868 -5.6201 3.4516
H 4.0705 -4.8223 3.9687
H 4.7141 -2.4948 3.4229
H 3.0971 -0.9804 2.3858
H 1.7360 -0.1998 4.0040
H 1.1199 1.5548 5.5916
H -1.0364 2.7466 5.3658
H -2.5656 2.1763 3.4989
H -1.9208 0.4643 1.8631
C -3.4106 6.4927 -2.2626
C -2.2648 5.6065 -1.7942
C -2.5747 4.1325 -2.0209
N -1.4828 3.2594 -1.6058
C -1.1021 3.0030 -0.3469
S 0.4434 2.5869 0.0654
N -2.0824 3.1392 0.6414
C -3.3718 2.6380 0.7261
O -4.0602 2.9450 1.6776
C -3.8820 1.6796 -0.3047
C -3.0873 0.7036 -0.8985
C -3.6660 -0.2093 -1.7695
C -5.0195 -0.1411 -2.0641
C -5.8121 0.8311 -1.4684
C -5.2465 1.7280 -0.5792
H -3.1906 7.5455 -2.0899
H -4.3335 6.2543 -1.7299
H -3.5992 6.3628 -3.3303
H -2.0725 5.7666 -0.7303
H -1.3418 5.8622 -2.3210
H -2.7414 3.9369 -3.0825
H -3.4971 3.8547 -1.5136
H -0.7311 3.1434 -2.2724
H -1.7037 3.3903 1.5449
H -2.0264 0.6381 -0.6801
H -3.0546 -0.9787 -2.2222
H -5.4591 -0.8511 -2.7531
H -6.8702 0.8819 -1.6888
H -5.8508 2.4733 -0.0789
```

HOMO-LUMO gap = 6.1 eV
2S+1 = 1


Result set for E: -159357.0349 -87527.4940 -235624.4606 -118781.3855 eV, one per record in the order listed.